C43H42BaIN9O4S2 as an isolated structure in a non-equilibrium geometry. Source: OMol25; level of theory: wB97M-V/def2-TZVPD.

Total charge: -2
HOMO: -0.0755 Eh

XYZ file:
```
102
Properties=species:S:1:pos:R:3:lowdin_charge:R:1
Ba 0.044 0.917 0.484 1.803
C 3.746 1.778 2.379 -0.037
C 3.051 3.113 2.409 -0.205
C 3.768 4.299 2.294 -0.071
C 3.122 5.527 2.330 -0.112
C 1.744 5.563 2.498 -0.065
C 1.001 4.392 2.623 -0.199
C -0.490 4.441 2.826 -0.041
C 1.658 3.154 2.559 -0.226
N 0.917 1.947 2.590 -0.155
C 0.756 1.364 3.773 -0.535
O 1.138 1.759 4.891 -0.014
C 0.015 0.024 3.740 -0.185
C -0.310 -0.545 4.959 -0.019
C -0.957 -1.771 4.978 -0.060
C -1.216 -2.409 3.780 -0.022
C -0.819 -1.802 2.590 -0.183
N -0.246 -0.588 2.563 -0.021
C -0.927 -2.724 1.364 -0.500
O -2.087 -3.150 1.078 -0.070
N 0.244 -3.119 0.936 0.147
C 0.493 -4.160 0.040 -0.188
C -0.083 -4.311 -1.244 -0.219
C -1.145 -3.364 -1.735 -0.056
C 0.338 -5.355 -2.073 -0.088
C 1.297 -6.269 -1.669 -0.124
C 1.856 -6.135 -0.404 -0.083
C 1.478 -5.104 0.446 -0.209
C 2.077 -4.993 1.823 -0.055
H 4.828 1.900 2.315 0.074
H 3.413 1.188 1.524 0.061
H 3.509 1.200 3.276 0.080
H 4.847 4.257 2.169 0.095
H 3.687 6.449 2.235 0.085
H 1.228 6.518 2.534 0.098
H -0.807 5.449 3.103 0.070
H -0.793 3.749 3.615 0.077
H -1.022 4.154 1.914 0.022
H -0.036 -0.011 5.856 0.106
H -1.232 -2.235 5.920 0.098
H -1.690 -3.380 3.735 0.112
H -0.881 -2.330 -1.506 0.055
H -2.088 -3.563 -1.229 0.066
H -1.289 -3.469 -2.816 0.079
H -0.111 -5.448 -3.058 0.095
H 1.605 -7.073 -2.329 0.084
H 2.604 -6.847 -0.068 0.096
H 3.013 -5.552 1.888 0.067
H 1.386 -5.385 2.577 0.080
H 2.243 -3.947 2.066 0.046
S 0.586 3.037 -1.771 0.450
C -0.900 3.746 -2.374 -0.711
C -0.847 4.413 -3.613 -0.095
C -1.944 5.021 -4.210 -0.224
C -1.800 5.663 -5.495 -0.203
N -1.669 6.166 -6.524 0.118
C -3.175 4.986 -3.538 -0.225
C -3.251 4.343 -2.313 -0.108
C -2.161 3.699 -1.694 -0.728
S -2.455 2.904 -0.176 0.469
C -4.351 5.603 -4.107 -0.201
N -5.289 6.097 -4.557 0.121
H 0.109 4.451 -4.118 0.095
H -4.202 4.325 -1.796 0.098
I 7.025 -2.254 4.387 0.803
C 5.801 -1.833 2.740 -0.725
C 6.362 -1.544 1.507 -0.157
C 5.506 -1.278 0.450 -0.055
C 4.133 -1.315 0.668 -0.126
N 3.605 -1.596 1.861 0.096
C 4.420 -1.852 2.886 -0.219
H 7.436 -1.525 1.376 0.089
H 5.896 -1.033 -0.532 0.105
H 3.419 -1.094 -0.123 0.083
H 3.955 -2.073 3.843 0.101
N 1.163 0.243 -3.304 0.160
C 1.510 -0.618 -2.327 -0.658
N 1.663 -1.940 -2.692 0.176
O 1.774 -0.256 -1.166 -0.203
H 0.795 -0.101 -4.170 0.095
H 0.944 1.209 -3.011 -0.023
H 1.157 -2.266 -3.495 0.090
H 1.661 -2.587 -1.916 0.086
O -1.347 -0.140 -0.948 -0.411
C -2.465 -0.453 -1.427 -0.470
C -2.946 0.205 -2.700 -0.080
C -4.293 0.939 -2.572 -0.193
C -5.520 0.035 -2.662 -0.214
C -5.644 -0.947 -1.500 -0.187
C -4.464 -1.916 -1.419 -0.170
N -3.250 -1.351 -0.842 0.108
H -3.006 -0.561 -3.484 0.124
H -2.169 0.916 -2.974 0.114
H -4.344 1.689 -3.363 0.111
H -4.291 1.486 -1.625 0.068
H -5.488 -0.535 -3.601 0.107
H -6.414 0.662 -2.702 0.105
H -6.562 -1.532 -1.614 0.103
H -5.712 -0.400 -0.555 0.121
H -4.259 -2.310 -2.421 0.119
H -4.720 -2.762 -0.786 0.122
H -2.860 -1.862 -0.046 0.100
```

=====

A 10-piece molecular cluster, C22H54B3F15N6O8 overall in a non-equilibrium geometry. Source: OMol25; level of theory: wB97M-V/def2-TZVPD.

Total charge: +2
HOMO: -0.4272 Eh

XYZ file:
```
108
Properties=species:S:1:pos:R:3:lowdin_charge:R:1
C 0.609 6.184 1.564 0.030
C 1.550 5.361 0.741 -0.365
O 2.205 5.888 -0.154 0.177
N 1.833 3.934 1.196 0.116
H 2.783 3.675 0.970 0.166
H 1.843 3.768 2.192 0.168
C 0.911 2.928 0.407 0.064
H 0.114 6.876 0.883 0.106
H 1.187 6.809 2.244 0.120
H -0.162 5.526 1.966 0.088
H -0.131 3.106 0.673 0.084
H 1.189 1.973 0.852 0.083
H 1.084 2.900 -0.669 0.116
C 2.757 -2.249 -4.819 0.037
C 3.172 -2.320 -3.368 -0.369
O 3.471 -3.323 -2.834 0.196
N 3.004 -1.021 -2.547 0.135
H 3.923 -0.673 -2.314 0.162
H 2.545 -0.292 -3.074 0.074
C 2.309 -1.204 -1.136 0.045
H 3.247 -1.371 -5.242 0.099
H 1.690 -2.082 -4.964 0.073
H 2.981 -3.147 -5.395 0.103
H 1.283 -1.553 -1.256 0.093
H 2.195 -0.304 -0.532 0.063
H 2.885 -1.910 -0.539 0.077
C -3.348 -3.707 1.725 0.047
C -3.131 -4.117 0.291 -0.384
O -3.068 -5.233 -0.081 0.212
N -3.263 -2.963 -0.676 0.113
H -4.202 -2.600 -0.764 0.179
H -2.734 -2.216 -0.248 0.104
C -2.723 -3.237 -2.096 0.044
H -2.365 -3.566 2.174 0.085
H -3.865 -4.544 2.194 0.117
H -3.986 -2.826 1.797 0.082
H -3.024 -4.224 -2.449 0.103
H -1.638 -3.199 -2.194 0.107
H -3.220 -2.459 -2.675 0.089
C 0.090 -2.960 3.664 0.047
C 0.155 -1.563 4.249 -0.308
O 0.999 -1.244 5.073 0.107
N -0.948 -0.619 3.760 0.136
H -1.204 -0.885 2.820 0.096
H -1.735 -0.741 4.381 0.116
C -0.524 0.806 3.919 -0.011
H 1.056 -3.457 3.740 0.103
H -0.278 -3.012 2.639 0.060
H -0.609 -3.533 4.273 0.122
H 0.386 1.029 3.361 0.068
H -0.228 1.069 4.934 0.105
H -1.324 1.491 3.637 0.098
C 4.755 -2.000 2.699 0.053
C 3.904 -0.807 2.681 -0.379
O 2.836 -0.727 2.101 0.148
N 4.495 0.446 3.343 0.112
H 5.468 0.467 3.610 0.170
H 4.313 1.250 2.760 0.158
C 3.816 0.611 4.754 0.063
H 5.623 -1.852 2.056 0.122
H 4.201 -2.820 2.244 0.103
H 4.945 -2.180 3.757 0.115
H 4.072 -0.208 5.426 0.118
H 2.755 0.508 4.527 0.066
H 4.106 1.574 5.176 0.107
C -2.362 5.358 -1.836 0.037
C -2.237 3.800 -1.632 -0.351
O -1.248 3.234 -2.084 0.135
N -3.389 3.140 -0.984 0.133
H -3.120 3.034 -0.016 0.175
H -4.232 3.698 -0.975 0.174
C -3.650 1.730 -1.746 0.112
H -2.222 5.999 -0.966 0.082
H -3.311 5.794 -2.148 0.093
H -1.658 5.650 -2.616 0.101
H -2.704 1.203 -1.620 0.068
H -3.874 1.888 -2.801 0.117
H -4.434 1.295 -1.126 0.107
C 0.795 1.543 -4.508 -0.340
O 0.290 0.118 -4.496 -0.163
O 2.124 1.268 -4.159 -0.271
C 0.526 2.413 -5.865 -0.509
F 1.557 3.163 -6.264 0.141
F 0.335 1.675 -6.946 0.150
F -0.588 3.244 -5.707 0.060
C -1.097 -0.076 -4.520 -0.318
C -1.286 -1.227 -5.518 -0.050
H -0.593 -1.980 -5.146 0.061
H -2.347 -1.432 -5.374 0.071
H -0.977 -0.942 -6.524 0.090
H -1.649 0.726 -5.010 0.104
H -1.453 -0.090 -3.490 0.090
H 0.245 1.982 -3.676 0.095
B -3.960 -0.761 4.511 -1.522
F -4.972 -0.938 5.413 0.160
F -4.374 -0.920 3.227 0.155
F -3.460 0.461 4.590 0.204
F -3.098 -1.732 4.889 0.167
B -1.095 -0.518 0.652 -1.346
F 0.137 -1.058 0.986 0.154
F -1.056 0.827 1.013 0.122
F -1.416 -0.766 -0.676 0.140
F -2.107 -1.116 1.397 0.133
B 1.371 -4.559 0.850 -1.393
F 0.295 -3.775 0.623 0.153
F 2.546 -3.807 0.859 0.101
F 1.246 -5.203 2.076 0.114
F 1.467 -5.572 -0.091 0.129
```

=====

Q: Which of these has the highest total charge?
A: C22H54B3F15N6O8

=====

Q: Among the records above, which one has the highest HOMO?
A: C43H42BaIN9O4S2

=====

Q: Look up the HOMO of the first one.
A: -0.0755 Eh